Entry 1:
{"formula": "C4H11NO3", "method": "wB97M-V/def2-TZVPD", "smiles": "CC(C)NC(=O)O.O", "max_force_ha_per_bohr": 0.071, "multiplicity": 1, "e_tot_ha": -439.51497, "homo_ev": -9.6, "gap_ev": 10.399, "de_lowest_kj_mol": 28.8, "symbols": ["C", "C", "C", "N", "C", "O", "O", "H", "H", "H", "H", "H", "H", "H", "H", "H", "O", "H", "H"], "xyz": [[0.24642, 0.37104, -2.55663], [1.20273, -0.34813, -1.60168], [2.16409, 0.66493, -0.96600], [0.43668, -0.95343, -0.50281], [-0.22104, -0.32618, 0.47328], [-0.21462, 0.86145, 0.77573], [-1.04914, -1.17569, 1.15427], [0.92719, 0.82693, -3.26852], [-0.29753, 1.13272, -1.95361], [-0.48563, -0.27335, -3.01965], [1.63667, -1.16180, -2.18348], [1.64111, 1.61296, -0.83161], [3.00342, 0.87399, -1.72007], [2.81513, 0.23708, -0.19549], [0.16644, -1.92243, -0.60534], [-1.49862, -0.62428, 1.85711], [-2.16792, 0.53531, 2.75525], [-1.88435, 1.30402, 2.23303], [-1.74819, 0.75978, 3.59571]], "forces_ev_per_a": [[0.4, 0.8, 1.1], [-1.2, 0.6, 1.0], [2.4, -0.3, -2.7], [0.2, -1.4, -0.5], [-1.8, 0.3, 1.3], [0.6, 0.0, -0.6], [0.6, 0.0, -0.3], [-0.5, 0.4, -0.5], [0.4, -0.3, -0.6], [0.0, -0.3, -0.2], [0.5, 0.0, 0.5], [0.3, -0.3, 0.8], [-1.3, 0.0, 0.4], [-1.0, 0.3, 0.6], [0.1, 0.2, 0.1], [0.3, -0.3, -0.4], [0.0, 0.9, 0.6], [0.0, -0.4, -0.5], [-0.1, -0.4, 0.2]]}



Entry 2:
{"formula": "H11O5", "method": "wB97M-V/def2-TZVPD", "charge": 1, "max_force_ha_per_bohr": 0.062, "multiplicity": 1, "e_tot_ha": -382.54960, "homo_ev": -15.9, "gap_ev": 12.826, "de_lowest_kj_mol": 74.7, "symbols": ["O", "H", "H", "O", "H", "H", "O", "H", "H", "O", "H", "H", "O", "H", "H", "H"], "xyz": [[-1.83054, -0.46703, -2.44127], [-1.97056, -1.26064, -3.00005], [-2.70507, -0.05046, -2.36404], [-0.11357, 1.90057, 0.40966], [0.50791, 2.61026, 0.48295], [-0.41305, 1.58464, 1.23443], [1.34070, -1.66689, 0.18446], [1.23539, -1.37550, 1.05333], [2.06424, -2.31461, 0.09158], [0.27983, -0.04948, 2.84734], [-0.45983, -0.63388, 2.99145], [0.47003, 0.59011, 3.51571], [0.48348, 0.35926, -1.41099], [-0.38386, 0.01439, -1.92293], [0.45724, 1.13709, -0.66552], [1.03769, -0.37783, -1.00611]], "forces_ev_per_a": [[-0.3, -0.6, -0.4], [0.2, 0.7, 0.4], [0.5, 0.0, 0.0], [0.4, 0.4, -2.4], [0.3, 0.9, 0.7], [-0.2, -0.7, 1.8], [0.5, -0.8, -3.1], [0.1, 0.5, 2.5], [-0.5, 0.5, 0.5], [0.6, -0.3, -2.1], [-0.3, 0.2, 0.9], [-0.4, 0.1, 1.1], [0.3, -0.4, -0.3], [1.0, 0.8, 1.3], [-1.4, -1.4, -0.7], [-0.8, 0.0, -0.2]]}



Entry 3:
{"formula": "C3H9NS", "method": "wB97M-V/def2-TZVPD", "smiles": "C=N.CCS", "max_force_ha_per_bohr": 0.099, "multiplicity": 1, "e_tot_ha": -572.53670, "homo_ev": -9.2, "gap_ev": 10.022, "de_lowest_kj_mol": 271.5, "symbols": ["C", "N", "H", "H", "H", "C", "C", "S", "H", "H", "H", "H", "H", "H"], "xyz": [[-3.24316, -1.84161, -1.24658], [-3.43778, -0.65152, -1.75484], [-2.19357, -2.02924, -0.92578], [-3.80040, -2.71154, -1.43331], [-2.49647, -0.18800, -1.91945], [2.66724, 1.59054, -0.09642], [2.29559, 0.43147, 0.92151], [0.53449, 0.18224, 1.09769], [1.66359, 2.02309, -0.19670], [2.93974, 1.13267, -1.19756], [3.46231, 2.28927, 0.29179], [2.28535, 0.64531, 1.96178], [2.85284, -0.55751, 0.92790], [0.48122, -0.04155, -0.25896]], "forces_ev_per_a": [[3.4, 3.5, -1.6], [0.6, -2.2, -0.3], [-0.7, -0.4, 0.1], [-1.9, -0.6, 0.5], [-1.5, -0.3, 1.3], [0.1, -2.0, -1.0], [1.0, -0.8, 0.3], [-0.7, -0.8, -2.5], [0.7, 0.8, -0.3], [-0.4, 1.1, 2.9], [-0.9, -0.8, -0.6], [1.8, 1.3, 1.1], [-0.6, 1.2, -0.8], [-0.9, -0.1, 0.8]]}



Entry 4:
{"formula": "C3H12O2S", "method": "wB97M-V/def2-TZVPD", "smiles": "CCCS.O.O", "max_force_ha_per_bohr": 0.033, "multiplicity": 1, "e_tot_ha": -670.13274, "homo_ev": -9.2, "gap_ev": 9.448, "de_lowest_kj_mol": 81.2, "symbols": ["C", "C", "C", "S", "H", "H", "H", "H", "H", "H", "H", "H", "O", "H", "H", "O", "H", "H"], "xyz": [[3.03473, -1.79106, -0.29455], [1.89349, -2.73439, 0.11859], [0.92287, -2.97404, -1.04358], [-0.04888, -1.49852, -1.20707], [3.83566, -1.62041, 0.39547], [2.67304, -0.83624, -0.67711], [3.55797, -2.19400, -1.17279], [2.49378, -3.61539, 0.32332], [1.40507, -2.39157, 1.02965], [0.32242, -3.84387, -0.79749], [1.55817, -3.24383, -1.87247], [-0.49391, -1.49809, -2.47328], [-1.93401, 5.39787, -0.18365], [-1.25545, 4.74063, -0.35815], [-2.60610, 4.90756, 0.29927], [-5.14773, 4.77271, 2.87770], [-5.42145, 4.53371, 1.97469], [-4.78966, 3.88894, 3.06144]], "forces_ev_per_a": [[-0.4, 0.5, -1.6], [1.5, 0.5, -0.2], [0.8, -0.9, 0.9], [-0.6, 0.9, -0.1], [0.1, 0.0, 0.9], [-0.1, 0.2, 0.4], [-0.2, -0.3, 0.1], [-0.7, -0.8, 0.3], [-0.1, -0.1, 0.0], [-0.3, 0.0, -0.1], [-0.1, 0.2, -0.7], [0.2, -0.4, 0.0], [-0.1, -0.1, 0.0], [0.1, 0.0, -0.1], [-0.1, 0.1, 0.1], [0.1, -1.3, -1.0], [-0.3, 0.9, 0.1], [0.2, 0.4, 0.9]]}



Entry 5:
{"formula": "C12H15BF13O6Sn", "method": "wB97M-V/def2-TZVPD", "charge": 1, "max_force_ha_per_bohr": 0.113, "multiplicity": 1, "e_tot_ha": -2454.81296, "homo_ev": -12.4, "gap_ev": 1.990, "de_lowest_kj_mol": 447.2, "symbols": ["Sn", "B", "F", "F", "F", "F", "C", "C", "O", "C", "O", "C", "F", "F", "F", "H", "H", "H", "H", "H", "C", "C", "O", "C", "O", "C", "F", "F", "F", "H", "H", "H", "H", "H", "C", "C", "O", "C", "O", "C", "F", "F", "F", "H", "H", "H", "H", "H"], "xyz": [[1.33178, -15.52728, -3.68399], [0.35712, -18.10713, -0.26312], [0.74167, -18.70829, -1.44295], [1.44512, -17.36688, 0.21227], [-0.64160, -17.14881, -0.57587], [-0.08192, -19.05462, 0.59763], [-3.26416, -15.86045, 3.17792], [-2.00023, -15.20118, 3.76495], [-1.39168, -14.24221, 3.00163], [-1.87585, -13.08786, 2.74385], [-3.06589, -12.76238, 3.02631], [-0.81399, -12.08575, 2.16311], [-1.45982, -11.27050, 1.35435], [-0.15261, -11.49072, 3.18887], [0.00575, -12.78541, 1.38514], [-3.98764, -15.04768, 3.11398], [-3.66322, -16.62303, 3.84673], [-3.07892, -16.25587, 2.17922], [-1.19538, -15.93593, 3.74333], [-2.22351, -14.87728, 4.78149], [-4.07613, -20.08770, -2.90200], [-3.07501, -21.17349, -3.26441], [-3.00120, -21.43559, -4.66344], [-2.39199, -20.65633, -5.58236], [-1.82336, -19.54847, -5.48503], [-2.37632, -21.24376, -7.02019], [-1.11947, -21.64199, -7.40111], [-3.23289, -22.37642, -6.99801], [-2.83345, -20.30362, -7.91949], [-5.10073, -20.38631, -3.12362], [-3.80065, -19.11367, -3.30634], [-4.20258, -20.10781, -1.81954], [-3.42570, -22.11636, -2.84477], [-2.08920, -20.95179, -2.85559], [6.40276, -21.66390, -0.01403], [5.55312, -20.56845, -0.63073], [5.88798, -20.58286, -1.95730], [5.27691, -19.79520, -2.86125], [4.60390, -18.82953, -2.61042], [5.67483, -20.27360, -4.28346], [5.77181, -21.60572, -4.30959], [4.86602, -19.72383, -5.21336], [6.86407, -19.71657, -4.54448], [6.13466, -21.70094, 1.04185], [7.47521, -21.47424, 0.03045], [6.38940, -22.60685, -0.56061], [5.69099, -19.54079, -0.29460], [4.50747, -20.86606, -0.55223]], "forces_ev_per_a": [[-0.3, -1.3, 1.3], [0.2, 0.8, 0.7], [0.5, -0.3, -2.1], [0.5, 0.3, 0.1], [-0.5, 0.6, -0.6], [-0.3, -0.3, 0.6], [0.2, 1.4, -0.1], [-1.0, -3.3, 0.8], [2.3, 1.1, -1.6], [-5.1, 2.1, 1.9], [4.2, -0.4, -1.3], [-1.6, -1.8, 0.8], [0.2, 1.3, 0.3], [-0.5, -0.1, -1.5], [1.2, 0.0, 0.0], [-0.3, -0.3, -0.2], [0.3, 0.0, -0.1], [0.0, -0.1, 0.1], [-0.2, -0.3, 0.8], [0.2, 0.4, -0.1], [-0.3, -0.7, 0.3], [-0.3, 0.6, 0.9], [1.0, 0.8, -2.6], [1.3, 2.4, 0.9], [-1.7, -3.0, 0.7], [-1.3, -1.7, -0.4], [-2.0, 0.6, 0.6], [1.8, 2.3, -0.9], [0.7, -1.8, 1.4], [0.1, 0.1, -1.0], [-0.2, -0.1, 0.2], [0.8, 0.6, 0.3], [0.2, 0.0, -0.1], [0.1, 0.0, -0.2], [0.8, 0.7, 1.0], [-0.2, -0.4, 1.4], [0.0, 0.3, -4.6], [0.4, -0.5, 1.6], [0.0, -0.3, -0.5], [0.4, 1.0, 0.5], [-0.4, 0.9, -0.8], [-0.3, -1.2, 0.4], [0.6, -0.5, 0.0], [-0.3, -0.7, -0.1], [0.1, 0.7, -0.3], [-0.9, 0.0, 0.2], [0.0, -0.2, 0.8], [-0.2, 0.3, 0.2]]}



Entry 6:
{"formula": "C41H53FN3O14P2S", "method": "wB97M-V/def2-TZVPD", "charge": 1, "max_force_ha_per_bohr": 0.038, "multiplicity": 1, "e_tot_ha": -3992.15563, "homo_ev": -11.4, "gap_ev": 7.865, "symbols": ["C", "C", "O", "C", "C", "C", "P", "S", "O", "C", "O", "F", "C", "C", "C", "C", "C", "C", "C", "C", "C", "C", "C", "O", "C", "N", "N", "C", "C", "O", "C", "N", "C", "C", "P", "O", "O", "O", "H", "H", "H", "H", "H", "H", "H", "H", "H", "H", "H", "H", "H", "H", "H", "H", "H", "H", "H", "H", "H", "H", "H", "H", "H", "H", "H", "H", "H", "H", "H", "H", "H", "H", "H", "H", "H", "H", "H", "H", "H", "C", "C", "C", "O", "C", "C", "C", "O", "H", "H", "H", "H", "C", "C", "C", "O", "C", "C", "C", "O", "H", "H", "H", "H", "C", "C", "C", "O", "C", "C", "C", "O", "H", "H", "H", "H"], "xyz": [[-4.31151, 0.58722, 4.74048], [-2.85590, 0.16419, 4.80474], [-2.06784, 1.08658, 4.05936], [-1.19295, 0.49369, 3.11991], [0.06077, 0.06105, 3.86421], [1.28632, -0.45288, 3.12176], [2.53341, -0.67821, 4.62524], [3.53442, 0.91624, 5.04494], [1.96423, 0.57462, 2.44088], [2.48417, 0.31153, 1.18133], [2.87559, 1.49930, 0.67056], [3.60993, -0.49018, 1.34612], [1.46423, -0.34566, 0.21578], [2.20673, -0.42289, -1.12261], [1.69273, -1.09067, -2.39031], [2.73005, -1.55630, -3.21602], [2.47750, -2.23651, -4.39762], [1.17213, -2.47315, -4.80387], [0.10573, -2.00821, -4.02395], [-1.28432, -2.28153, -4.53529], [0.38926, -1.32270, -2.84317], [0.30069, 0.67864, 0.18757], [0.03411, 1.56618, -1.04265], [0.96945, 2.62754, -1.19241], [-1.34369, 2.24357, -0.79704], [-1.30675, 3.39592, 0.09270], [1.08693, -1.72498, 0.78603], [2.03876, -2.81638, 0.32487], [1.90794, -3.50254, -1.02489], [2.86800, -4.07119, -1.40956], [-0.34692, -2.08499, 0.36787], [-0.64815, -3.46526, 0.28567], [-1.47528, -3.78019, -0.89841], [1.26581, -1.79219, 2.32735], [0.24091, -3.04582, 3.20619], [-1.18723, -2.77261, 3.17088], [0.54809, -4.50315, 2.63585], [0.75595, -3.10027, 4.71039], [-4.39414, 1.62995, 5.02259], [-4.88184, -0.01443, 5.44050], [-4.68263, 0.47386, 3.72716], [-2.55124, 0.19618, 5.85020], [-2.75593, -0.85823, 4.44282], [-1.02062, 1.26884, 2.38366], [-1.72653, -0.33043, 2.64232], [0.39677, 0.95189, 4.39671], [-0.24300, -0.62382, 4.64992], [1.76964, -1.05542, 5.73354], [3.38306, -1.75818, 4.27548], [3.41261, 1.91919, 1.35989], [3.17032, -0.88237, -0.93405], [2.50311, 0.58357, -1.38997], [3.76108, -1.40783, -2.93196], [3.30270, -2.57510, -5.00328], [0.99980, -2.99852, -5.72976], [-2.06018, -1.64193, -4.13104], [-1.50801, -3.33213, -4.37182], [-1.27208, -2.11811, -5.60806], [-0.44511, -0.94389, -2.26832], [0.42807, 1.41745, 0.96659], [-0.67023, 0.26160, 0.41416], [-0.05209, 1.04545, -1.99226], [1.44735, 2.48826, -2.01140], [-2.09449, 1.51250, -0.49973], [-1.65221, 2.60574, -1.77232], [-1.12489, 4.21484, -0.46690], [-0.54205, 3.35378, 0.75374], [3.06292, -2.47852, 0.39548], [1.97314, -3.64043, 1.02241], [1.00242, -3.51780, -1.62248], [-0.51482, -1.62839, -0.59604], [-1.01379, -1.55556, 1.04148], [-1.16597, -3.80863, 1.08251], [-0.95187, -3.55289, -1.82074], [-1.77791, -4.81619, -0.86004], [-2.38304, -3.17321, -0.89056], [2.29038, -2.12660, 2.47331], [1.33736, -4.90537, 3.02206], [1.64838, -3.45701, 4.82624], [-3.67794, 0.75226, -5.61750], [-4.35633, 0.32884, -6.68076], [-5.83477, 0.45005, -6.75238], [-6.45246, 0.06382, -7.71876], [-6.52960, 1.05985, -5.58768], [-5.85294, 1.47782, -4.52178], [-4.37643, 1.35531, -4.45905], [-3.75236, 1.72281, -3.48324], [-2.60264, 0.67063, -5.54653], [-3.86956, -0.11825, -7.53840], [-7.60683, 1.13762, -5.66028], [-6.33776, 1.92040, -3.66082], [1.04160, 2.02841, -5.88043], [2.33873, 2.26395, -6.05372], [3.04232, 1.82679, -7.28879], [4.22302, 2.03641, -7.44282], [2.23846, 1.12198, -8.32134], [0.94055, 0.88812, -8.14581], [0.24337, 1.32209, -6.91239], [-0.93997, 1.10610, -6.74283], [0.50503, 2.33746, -4.99109], [2.94236, 2.77943, -5.31716], [2.76938, 0.81451, -9.21309], [0.33671, 0.37572, -8.88390], [0.60489, 3.08640, 9.52147], [1.26238, 4.08492, 10.10484], [2.59393, 4.52640, 9.61110], [3.19191, 5.43378, 10.14359], [3.16109, 3.80991, 8.43951], [2.50182, 2.81213, 7.85782], [1.17459, 2.37382, 8.35218], [0.57756, 1.46132, 7.81429], [-0.36464, 2.74871, 9.86505], [0.86741, 4.62049, 10.95854], [4.13083, 4.14691, 8.09530], [2.87856, 2.26318, 7.00196]], "forces_ev_per_a": [[0.5, 0.0, -0.1], [-0.5, 0.3, 0.4], [0.1, -0.2, -0.3], [-0.7, 0.4, 0.4], [-0.1, 0.6, -0.5], [0.5, -0.8, 1.3], [0.4, 1.1, 0.4], [0.1, -0.2, -0.5], [-0.6, -0.1, -0.8], [0.0, 0.6, 0.4], [0.2, -0.3, 0.1], [0.0, -0.5, 0.1], [0.4, 1.4, -0.2], [0.0, -0.5, -0.5], [0.5, -0.6, -0.8], [-0.3, 0.0, -0.1], [-0.3, 0.2, 0.1], [0.2, 0.3, 0.6], [0.4, 0.0, -0.4], [0.4, 0.1, -0.1], [-0.1, 0.3, 0.3], [-0.5, 0.3, -0.4], [-0.7, 0.5, 0.1], [0.2, -0.3, 0.0], [0.5, 0.4, -0.6], [-0.1, -0.2, 0.0], [0.2, -1.0, 0.6], [0.1, -0.2, -0.2], [-0.9, 0.7, -0.1], [1.6, -1.1, -0.3], [-1.3, 0.3, 0.0], [0.1, -0.5, -0.5], [-0.1, 0.5, 0.4], [0.4, 0.6, 0.4], [-1.4, -0.7, 0.6], [-0.1, 0.3, -0.4], [0.8, 0.4, 0.1], [0.7, 0.2, -0.4], [-0.1, 0.2, 0.1], [-0.3, -0.1, 0.0], [-0.2, -0.1, -0.1], [0.3, -0.1, 0.1], [0.2, -0.1, -0.2], [0.2, 0.1, -0.1], [0.2, -0.3, -0.2], [0.1, 0.1, 0.1], [0.0, -0.4, 0.0], [-0.1, -0.4, -0.2], [-0.3, -0.3, 0.0], [0.0, 0.2, -0.1], [0.1, -0.2, 0.1], [-0.3, 0.4, 0.2], [0.1, 0.0, 0.2], [0.1, -0.1, -0.1], [-0.2, -0.1, -0.1], [-0.1, 0.0, 0.3], [-0.3, -0.1, 0.1], [-0.1, 0.0, -0.2], [-0.2, 0.0, -0.1], [0.4, -0.1, 0.3], [0.1, -0.4, 0.0], [0.1, -0.4, 0.1], [0.2, 0.1, -0.1], [0.0, -0.1, 0.2], [-0.3, 0.0, -0.1], [0.0, 0.2, 0.1], [0.0, -0.1, 0.1], [0.0, 0.4, 0.0], [-0.4, -0.1, 0.1], [-0.4, 0.1, 0.2], [0.4, 0.0, -0.1], [0.2, 0.0, 0.4], [0.2, 0.2, 0.3], [0.1, -0.2, -0.1], [0.1, -0.3, -0.1], [-0.2, 0.0, -0.1], [0.2, -0.2, -0.5], [-0.1, -0.4, -0.1], [-0.1, 0.0, 0.3], [-0.1, -0.1, 0.0], [0.0, 0.0, 0.0], [0.0, 0.0, 0.0], [0.0, 0.0, 0.0], [0.0, 0.0, 0.0], [0.0, 0.0, 0.0], [0.0, -0.1, 0.0], [0.1, 0.0, 0.2], [-0.1, 0.1, 0.0], [0.0, 0.0, 0.0], [0.0, 0.0, 0.0], [0.0, 0.0, 0.0], [0.0, 0.0, 0.0], [0.0, 0.0, 0.0], [0.0, 0.0, 0.0], [0.0, 0.0, 0.0], [0.0, 0.0, 0.0], [0.0, 0.0, 0.0], [0.0, 0.0, 0.0], [0.2, -0.1, -0.1], [0.0, 0.0, 0.0], [0.0, 0.0, 0.0], [0.0, 0.0, 0.0], [0.0, 0.0, 0.0], [0.0, 0.0, 0.0], [0.0, 0.0, 0.0], [0.0, 0.0, 0.0], [0.0, 0.0, 0.0], [0.0, 0.0, 0.0], [0.0, 0.0, 0.0], [0.0, 0.0, 0.0], [0.0, 0.0, 0.0], [0.0, 0.0, 0.0], [0.0, 0.0, 0.0], [0.0, 0.0, 0.0], [0.0, 0.1, 0.2]]}



Question: What is the multiplicity in the first record?
Answer: 1



Repeat the fourth record exactly.
{"formula": "C3H12O2S", "method": "wB97M-V/def2-TZVPD", "smiles": "CCCS.O.O", "max_force_ha_per_bohr": 0.033, "multiplicity": 1, "e_tot_ha": -670.13274, "homo_ev": -9.2, "gap_ev": 9.448, "de_lowest_kj_mol": 81.2, "symbols": ["C", "C", "C", "S", "H", "H", "H", "H", "H", "H", "H", "H", "O", "H", "H", "O", "H", "H"], "xyz": [[3.03473, -1.79106, -0.29455], [1.89349, -2.73439, 0.11859], [0.92287, -2.97404, -1.04358], [-0.04888, -1.49852, -1.20707], [3.83566, -1.62041, 0.39547], [2.67304, -0.83624, -0.67711], [3.55797, -2.19400, -1.17279], [2.49378, -3.61539, 0.32332], [1.40507, -2.39157, 1.02965], [0.32242, -3.84387, -0.79749], [1.55817, -3.24383, -1.87247], [-0.49391, -1.49809, -2.47328], [-1.93401, 5.39787, -0.18365], [-1.25545, 4.74063, -0.35815], [-2.60610, 4.90756, 0.29927], [-5.14773, 4.77271, 2.87770], [-5.42145, 4.53371, 1.97469], [-4.78966, 3.88894, 3.06144]], "forces_ev_per_a": [[-0.4, 0.5, -1.6], [1.5, 0.5, -0.2], [0.8, -0.9, 0.9], [-0.6, 0.9, -0.1], [0.1, 0.0, 0.9], [-0.1, 0.2, 0.4], [-0.2, -0.3, 0.1], [-0.7, -0.8, 0.3], [-0.1, -0.1, 0.0], [-0.3, 0.0, -0.1], [-0.1, 0.2, -0.7], [0.2, -0.4, 0.0], [-0.1, -0.1, 0.0], [0.1, 0.0, -0.1], [-0.1, 0.1, 0.1], [0.1, -1.3, -1.0], [-0.3, 0.9, 0.1], [0.2, 0.4, 0.9]]}



Question: Which value of multiplicity does entry 4 give?
Answer: 1